C28H36MgN4 | ωB97M-V/def2-TZVPD

Values from the calculation:
HOMO-LUMO gap (alpha / beta) in eV: 4.1 / 1.9
M in g mol⁻¹: 452.93
Maximum force in eV/A: 6.1
Calculated total energy in eV: -41016.6212
Charge: -2

Last column: Mulliken charge in e.
Positions of all 69 atoms, in Å:
Mg1 0.6878 -0.0642 0.4922  0.85
N1 4.3769 -0.8731 3.9120  -0.72
N2 0.5136 3.1463 0.5208  -0.45
C1 -0.6576 -2.0096 -0.2816  -0.11
C2 -0.7353 -1.8618 1.1334  0.16
C3 0.4450 -2.4855 1.6952  0.07
C4 0.7665 -2.5887 3.0679  -1.32
H1 0.0905 -2.1334 3.7910  0.17
H2 1.8625 -1.4902 3.4254  -0.40
H3 1.5112 -3.3366 3.3980  0.40
C5 1.3017 -2.8404 0.6025  0.32
C6 2.6580 -3.4197 0.7633  -1.62
H4 2.6133 -4.4089 1.2454  0.34
H5 3.3333 -2.7942 1.3763  0.14
H6 3.1480 -3.5467 -0.2109  0.40
C7 0.5873 -2.6399 -0.5966  1.69
C8 0.9853 -3.1475 -1.9288  -1.98
H7 2.0770 -3.1729 -2.0348  0.44
H8 0.5866 -2.5172 -2.7329  0.35
H9 0.6161 -4.1739 -2.0888  0.26
C9 -1.9029 -1.3845 1.9125  -0.82
H10 -2.6556 -2.1731 2.0930  0.31
H11 -2.4180 -0.5851 1.3627  -0.42
H12 -1.6087 -0.9847 2.8933  0.57
C10 -1.7649 -1.7481 -1.2283  -0.73
H13 -1.3675 -1.5983 -2.2390  0.14
H14 -2.3158 -0.8404 -0.9508  -0.11
H15 -2.4938 -2.5764 -1.2779  0.42
C11 5.5850 -0.5607 3.4435  -0.18
H16 6.3168 -1.3295 3.6947  0.41
C12 5.8319 0.6306 2.6814  -0.45
H17 6.8990 0.8226 2.4764  0.28
C13 4.7572 1.4474 2.2495  -0.59
H18 4.9496 2.4239 1.8604  0.42
C14 3.4773 0.9578 2.2968  -0.97
H19 2.5386 1.4504 1.9887  0.54
C15 3.4255 -0.2321 3.1153  1.08
C16 2.1657 -0.4728 3.5494  -0.03
H20 1.3371 0.1835 3.0915  0.22
C17 -0.0829 2.1622 -0.2453  -1.08
C18 -0.5875 3.5840 1.3829  -1.12
H21 -0.6277 3.9152 2.4503  0.30
C19 -1.5820 3.7003 0.4651  -0.42
H22 -2.3605 4.4307 0.4678  0.90
N3 -1.3406 2.7762 -0.5520  1.28
C20 -2.1871 2.2827 -1.5277  -1.75
C21 -3.5511 2.2199 -1.2157  2.00
C22 -4.4304 1.7840 -2.2110  -1.56
H23 -5.5062 1.8208 -2.0368  0.06
C23 -3.9546 1.3257 -3.4435  1.76
C24 -4.9286 1.0069 -4.5312  -1.51
H24 -4.5440 0.2347 -5.1964  0.36
H25 -5.1478 1.8905 -5.1390  0.31
H26 -5.8710 0.6738 -4.0970  0.35
C25 -2.5724 1.2063 -3.6518  -1.34
H27 -2.2113 0.8018 -4.6022  0.12
C26 -1.6552 1.6585 -2.6830  2.07
C27 -0.1852 1.4835 -2.8560  -1.62
H28 0.3678 2.3451 -2.4588  0.25
H29 0.0635 1.3795 -3.9244  0.54
H30 0.2106 0.5647 -2.3727  -0.06
C28 -4.0221 2.4594 0.1789  -1.48
H31 -3.6495 3.3943 0.6085  0.12
H32 -3.7070 1.6552 0.8691  0.09
H33 -5.1168 2.5535 0.2273  0.40
N4 2.6538 -0.1160 -0.5017  -0.59
H34 3.3957 -0.2809 0.1878  0.20
H35 2.8124 0.8124 -0.8993  0.20
H36 2.7935 -0.7970 -1.2542  0.12


C28H36N7O2 | ωB97M-V/def2-TZVPD

Values from the calculation:
HOMO-LUMO gap in eV: 9.3
M in g mol⁻¹: 502.64
Maximum force in eV/A: 5.6
Calculated total energy in eV: -44138.0233
Charge: +1
Energy above the lowest of the compared OMol25 structures with the same formula, charge and spin in eV: 0.000

Last column: Mulliken charge in e.
Positions of all 73 atoms, in Å:
N1 2.6029 2.3254 1.1823  -0.33
C1 1.9542 1.9085 0.0718  -0.09
N2 1.7152 2.7504 -0.9375  -0.17
C2 1.0031 1.9935 -1.9675  -0.87
C3 0.9649 0.5568 -1.4506  0.57
C4 -0.4234 -0.0271 -1.4620  -1.60
C5 -1.3134 0.5619 -0.3879  1.02
C6 -2.7788 0.1846 -0.6215  -1.18
C7 -3.8747 1.2483 -0.5901  -0.75
O1 -3.4790 2.6012 -0.9708  -0.10
C8 -4.5721 3.1830 -1.5012  -0.07
O2 -5.5399 3.3743 -0.9176  -0.39
N3 1.5827 0.7462 -0.1473  0.20
H1 3.5985 2.2465 1.2082  0.20
H2 2.1358 2.7601 1.9695  0.24
H3 1.1854 3.5555 -0.6294  0.36
H4 0.0231 2.3124 -2.2433  0.35
H5 1.6332 1.9898 -2.8365  0.40
H6 1.5461 -0.0679 -2.0897  0.20
H7 -0.2767 -1.0747 -1.2814  0.31
H8 -0.8589 0.0774 -2.4368  0.58
H9 -0.9894 0.1046 0.5238  -0.53
H10 -1.1108 1.6162 -0.2992  0.32
H11 -3.0101 -0.5113 0.1537  0.35
H12 -2.8572 -0.3120 -1.5689  0.53
H13 -4.4305 1.2387 0.3214  0.37
H14 -4.5812 0.9441 -1.3372  0.49
H15 -4.5060 3.4586 -2.5471  0.41
H16 1.1852 0.2599 0.6525  0.27
N4 -0.2234 -0.9657 2.6412  -0.16
C9 -0.4429 -2.2744 2.7500  -0.08
C10 -0.9477 -2.8760 3.8914  -0.60
C11 -1.2353 -2.0762 4.9832  -0.33
C12 -1.0089 -0.7129 4.8901  -0.76
C13 -0.5068 -0.2126 3.7015  -0.07
H17 -0.1955 -2.8613 1.8725  0.36
H18 -1.1078 -3.9439 3.9219  0.40
H19 -1.6285 -2.5074 5.8938  0.39
H20 -1.2178 -0.0524 5.7196  0.40
H21 -0.3183 0.8448 3.5855  0.38
N5 -0.5707 5.1772 2.7544  -0.59
C14 -0.4863 6.3305 2.0926  -0.32
C15 -1.3142 6.6677 1.0349  -0.41
C16 -2.2794 5.7550 0.6448  -0.34
C17 -2.3812 4.5488 1.3236  -0.02
C18 -1.5095 4.3126 2.3662  -0.42
H22 0.2863 7.0106 2.4332  0.39
H23 -1.2055 7.6189 0.5337  0.40
H24 -2.9482 5.9802 -0.1760  0.44
H25 -3.1260 3.8196 1.0450  0.35
H26 -1.5571 3.3900 2.9252  0.50
N6 4.1264 -0.7138 -2.5611  -0.41
C19 4.2906 -1.3617 -1.4090  0.08
C20 4.8380 -2.6300 -1.3068  -0.71
C21 5.2360 -3.2671 -2.4697  -0.19
C22 5.0725 -2.6121 -3.6773  -0.51
C23 4.5165 -1.3423 -3.6672  -0.21
H27 3.9629 -0.8284 -0.5222  0.36
H28 4.9489 -3.1046 -0.3420  0.42
H29 5.6675 -4.2584 -2.4346  0.42
H30 5.3695 -3.0730 -4.6083  0.39
H31 4.3745 -0.7925 -4.5906  0.38
N7 0.4642 -4.8503 0.3139  -0.45
C24 -0.6110 -5.6303 0.3760  -0.19
C25 -1.2872 -6.1036 -0.7382  -0.45
C26 -0.8214 -5.7427 -1.9900  -0.31
C27 0.2961 -4.9299 -2.0759  -0.46
C28 0.8985 -4.5157 -0.8982  -0.29
H32 -0.9438 -5.8870 1.3759  0.37
H33 -2.1548 -6.7378 -0.6253  0.39
H34 -1.3204 -6.0901 -2.8848  0.40
H35 0.6940 -4.6246 -3.0337  0.40
H36 1.7795 -3.8818 -0.9193  0.62


C28H37AsF6IrN4O6PS2 | ωB97M-V/def2-TZVPD

Values from the calculation:
HOMO-LUMO gap (alpha / beta) in eV: 7.8 / 5.5
2S+1: 5
M in g mol⁻¹: 1001.86
Maximum force in eV/A: 1.6
Calculated total energy in eV: -158806.5856
Charge: +2
Energy above the lowest of the compared OMol25 structures with the same formula, charge and spin in eV: 1.133
Expectation value of S²: 6.041

Last column: Mulliken charge in e.
Positions of all 86 atoms, in Å:
Ir1 -0.3455 -0.1623 1.0633  1.68
F1 -2.0352 -1.6830 5.8395  -0.18
C1 -0.7905 -1.7358 5.4165  0.45
F2 -0.0560 -0.8484 6.0570  -0.18
F3 -0.3007 -2.9548 5.6328  -0.20
S1 -0.8106 -1.3916 3.5708  0.84
O1 -0.1160 -0.1124 3.3930  -0.68
O2 -2.1929 -1.3913 3.1745  -0.52
N1 -0.0976 -2.6772 2.9388  -0.36
S2 -0.7837 -3.3010 1.6228  1.06
O3 0.0385 -4.3847 1.1901  -0.80
O4 -1.1112 -2.2767 0.6227  -0.60
C2 -2.4148 -4.0992 2.1458  0.67
F4 -2.4400 -5.3001 1.5964  -0.19
F5 -2.4076 -4.2316 3.4693  -0.20
F6 -3.4614 -3.4131 1.7496  -0.19
C3 5.1085 0.2015 -1.9001  -1.61
C4 3.7958 0.9264 -1.7712  0.19
C5 3.0368 1.2536 -2.8829  -0.78
C6 1.8036 1.8899 -2.7633  0.22
C7 1.1045 2.3736 -4.0115  -1.93
C8 1.2885 2.1101 -1.4777  0.75
As1 -0.5802 2.6353 -1.2959  0.39
N2 -1.2267 1.5771 0.1188  -0.15
C9 -2.4976 1.8282 0.5167  1.10
C10 -3.1697 0.8730 1.3268  -0.58
C11 -4.4544 1.0720 1.7573  -1.02
C12 -5.1409 2.2271 1.3719  -0.56
C13 -4.5111 3.1786 0.5657  -0.98
C14 -3.2138 3.0046 0.1516  -0.05
C15 -1.4996 1.5972 -2.6949  1.10
C16 -2.4164 2.2824 -3.5041  0.02
C17 -2.7237 3.7571 -3.3745  -2.21
C18 -3.0823 1.5824 -4.5071  -0.75
C19 -2.8881 0.2254 -4.7068  0.54
C20 -3.6291 -0.5221 -5.7784  -1.50
C21 -1.9838 -0.4341 -3.8809  -0.96
C22 -1.2782 0.2208 -2.8818  1.14
C23 -0.2465 -0.6038 -2.1575  -0.32
C24 2.1205 1.9701 -0.3575  0.14
C25 1.7560 2.6059 0.9736  -1.79
C26 3.3519 1.3611 -0.5273  0.00
H1 5.3278 -0.0451 -2.9365  0.39
H2 5.0793 -0.7313 -1.3305  0.25
H3 5.9326 0.8030 -1.5119  0.39
H4 3.4213 1.0451 -3.8757  0.47
H5 1.8401 2.8129 -4.6849  0.58
H6 0.3649 3.1381 -3.7836  0.29
H7 0.6065 1.5612 -4.5435  0.31
H8 -2.6565 -0.0511 1.5807  0.64
H9 -4.9328 0.3303 2.3833  0.51
H10 -6.1575 2.3906 1.7035  0.42
H11 -5.0464 4.0750 0.2807  0.45
H12 -2.7222 3.7716 -0.4294  0.69
H13 -2.0108 4.2778 -2.7421  0.42
H14 -3.7214 3.8997 -2.9534  0.41
H15 -2.7133 4.2302 -4.3560  0.55
H16 -3.7726 2.1261 -5.1428  0.39
H17 -4.2472 0.1448 -6.3758  0.39
H18 -4.2722 -1.2857 -5.3374  0.33
H19 -2.9309 -1.0331 -6.4434  0.35
H20 -1.7984 -1.4914 -4.0445  0.52
H21 -0.5987 -1.6254 -2.0210  0.69
H22 0.0052 -0.2145 -1.1633  -1.28
H23 0.6881 -0.6373 -2.7198  0.27
H24 1.0463 3.4178 0.8217  0.30
H25 2.6476 3.0431 1.4299  0.59
H26 1.3011 1.9123 1.6959  0.17
H27 4.0127 1.2441 0.3234  0.63
N3 4.0917 0.1301 3.1951  -0.13
C27 4.2350 -1.1682 2.4500  -0.51
P1 2.4840 -1.8761 2.5692  1.22
O5 2.3004 -1.6895 4.0640  -1.22
O6 1.7662 -1.1282 1.4748  -0.74
C28 2.7388 -3.7047 2.3659  -0.75
N4 2.7864 -4.2657 3.7659  -0.19
H28 4.9656 0.5809 3.4535  0.41
H29 3.5175 -0.1178 4.0269  0.37
H30 3.5143 0.7750 2.6488  -0.02
H31 4.9714 -1.7802 2.9690  0.48
H32 4.5577 -0.9916 1.4297  0.23
H33 3.6591 -3.9063 1.8237  0.52
H34 1.9022 -4.1349 1.8221  0.15
H35 3.6677 -4.7189 3.9924  0.37
H36 2.0235 -4.9178 3.9472  0.36
H37 2.6273 -3.4252 4.3862  0.30


The lowest maximum force belongs to which entry?
C28H37AsF6IrN4O6PS2


Look up the M of the second one.
502.64 g mol⁻¹